The following is a quantum chemistry calculation of a cluster of 2 separate species, C5H14N2O in total, from the Open Molecules 2025 dataset.

CARTESIAN COORDINATES (ANGSTROEM)
C (0.216, -0.718, 1.482)
C (0.133, 0.254, 0.291)
C (0.340, -0.509, -0.994)
C (-0.145, -0.047, -2.133)
N (0.054, -0.641, -3.416)
C (0.516, -1.789, -3.714)
N (-0.378, -0.085, 2.724)
H (-0.367, -1.616, 1.307)
H (1.262, -0.857, 1.727)
H (-0.772, 0.850, 0.308)
H (0.952, 0.977, 0.388)
H (0.893, -1.440, -0.927)
H (-0.703, 0.881, -2.137)
H (-0.231, -0.054, -4.192)
H (0.588, -2.015, -4.750)
H (0.825, -2.546, -3.017)
H (-1.360, -0.360, 2.710)
H (0.036, -0.379, 3.612)
H (-0.346, 0.957, 2.701)
H (-0.879, 3.426, 3.271)
H (0.020, 3.019, 2.073)
O (-0.653, 2.691, 2.684)

Force components x, y, z for each atom (eV/Å):
0.09 1.04 0.42
0.58 -0.31 0.29
-0.29 0.12 0.14
0.00 0.23 0.34
-0.09 -0.02 0.44
-0.07 0.02 -0.16
-0.46 0.02 -0.53
0.43 -0.27 0.00
0.07 -0.73 -0.18
-0.40 -0.12 -0.22
0.00 -0.09 -0.03
0.18 0.04 -0.09
-0.01 -0.10 -0.40
-0.01 0.14 -0.18
0.08 -0.24 -0.79
0.00 0.11 0.51
-0.13 0.30 0.53
0.03 -0.26 -0.17
-0.20 0.14 0.22
0.03 -0.11 -0.02
-0.17 0.38 0.22
0.32 -0.29 -0.35

Summary:
- LUMO level (eV) = -8.4
- orbital gap (eV) = 9.60
- net charge = +2
- total energy (eV) = -10422.787